1.
17
Properties=species:S:1:pos:R:3:forces:R:3:mulliken_charge:R:1 method="wB97M-V/def2-TZVPD" de_lowest_ev=3.289 gap_ha="0.203 / 0.203" charge=0 homo_energy_ev="-8.337 / -8.317" total_energy_ha=-2053.69483
C 2.1715 -0.9057 2.2709 1.5644 0.9023 -0.9695 -0.85
C -1.0215 -1.8576 -1.9998 -0.3229 1.9123 1.1892 -0.14
C -0.8748 2.7481 -0.0356 0.8373 2.1522 0.7155 -0.71
P 0.4047 -0.0009 -0.0881 0.2437 -0.1338 -0.6564 0.13
S -3.2092 -0.5041 0.0582 -0.0267 0.1609 0.2221 -0.07
S 2.3990 0.0394 0.7314 -0.6958 0.2905 -0.6109 -0.13
S 0.6644 -1.3414 -1.7874 0.8495 1.1410 1.6854 -0.13
S 0.1836 1.8352 -1.1922 -0.1503 -0.5661 0.4591 -0.06
H 3.2131 -1.0704 2.5508 -0.1555 -0.6726 0.0212 0.29
H 1.5880 -1.7668 2.1213 -0.4193 -1.2309 -0.0810 0.32
H 1.7925 -0.2876 3.0228 -0.9588 0.9231 1.0741 0.32
H -1.8640 -1.4851 -1.3707 1.0738 -0.1929 0.0742 -0.38
H -0.9511 -2.8689 -1.9890 -0.4308 -3.1178 0.1415 0.33
H -1.2289 -1.5215 -2.9437 -1.0011 0.6001 -2.5238 0.30
H -1.8316 2.3338 0.2000 -0.5799 -0.7364 -0.3398 0.25
H -1.0785 3.7819 -0.5125 0.5588 -1.6121 0.8344 0.26
H -0.3573 2.8718 0.9636 -0.3864 0.1802 -1.2353 0.28

---

2.
125
Properties=species:S:1:pos:R:3:forces:R:3:mulliken_charge:R:1 method="wB97M-V/def2-TZVPD" de_lowest_ev=0.000 gap_ha="0.277 / 0.223" charge=0 homo_energy_ev="-7.841 / -8.011" total_energy_ha=-5112.48300 multiplicity=2
Ti -1.1755 1.5140 0.0943 -1.4497 -1.9069 1.4337 0.27
C 5.8200 -5.7567 -1.2587 -0.0435 -0.0439 0.0527 -1.74
C 4.5182 -6.1308 -0.5183 0.1595 -0.0088 -0.0773 1.97
C 4.5788 -7.6048 -0.0955 0.0007 0.1128 -0.0050 -2.10
C 4.3796 -5.2239 0.6943 -0.1378 0.0303 -0.0546 1.03
C 5.0530 -5.4805 1.8835 -0.0057 -0.0308 -0.0601 -0.07
C 4.9307 -4.6465 2.9794 0.0942 0.0109 0.1670 -1.64
C 4.1218 -3.5270 2.9074 0.0142 0.0332 -0.1219 -0.40
C 3.4507 -3.2186 1.7320 -0.0503 0.0534 -0.4301 0.22
P 2.2572 -1.7934 1.6496 0.2906 -0.4930 0.2611 0.54
C 3.2814 -0.5883 2.5982 -0.1464 0.0561 -0.1120 0.97
C 4.3050 -0.0685 1.7958 0.0040 -0.0299 0.0771 -0.80
C 5.1507 0.9243 2.2611 0.0061 0.0100 -0.0030 -0.70
C 4.9787 1.4380 3.5400 0.0054 -0.0022 0.0003 -0.55
C 3.9702 0.9356 4.3453 0.0009 0.0358 -0.0004 -0.87
C 3.1289 -0.0689 3.8799 -0.0010 -0.0321 0.0305 -0.08
C 0.9859 -2.6741 2.6549 -0.1471 0.2864 -0.1264 0.88
C 0.1926 -3.5032 1.8572 -0.0019 -0.0062 0.0100 -0.09
C -0.8563 -4.2275 2.4004 0.0019 -0.0385 0.0059 -0.68
C -1.1504 -4.1145 3.7517 0.0144 -0.0133 0.0008 -0.71
C -0.3737 -3.2914 4.5525 0.0051 -0.0121 0.0190 -0.82
C 0.6943 -2.5854 4.0123 0.0302 -0.0346 0.0200 -0.32
C 3.6008 -4.0704 0.6321 0.0083 0.0333 0.2507 -0.86
O 2.9235 -3.7131 -0.5131 0.1269 -0.1604 -0.0794 -0.52
C 2.6621 -4.6862 -1.4493 -0.1678 -0.0844 -0.1102 -0.76
C 1.6582 -4.3844 -2.3838 0.2420 0.2177 0.3541 0.16
C 1.3269 -5.3469 -3.3282 0.0157 0.0375 0.1306 -0.16
C 1.9905 -6.5624 -3.3499 -0.0443 -0.1143 -0.1664 -1.64
C 2.9969 -6.8215 -2.4396 0.0140 -0.0100 0.0230 -0.14
C 3.3541 -5.8939 -1.4664 -0.0284 0.1478 0.0618 0.62
P 0.8973 -2.7023 -2.2957 -0.1394 -0.1442 -0.3572 1.35
C 1.9400 -1.8223 -3.5435 0.0867 0.0084 0.2254 0.78
C 2.6083 -2.4362 -4.6028 -0.0065 0.0569 -0.0117 -0.41
C 3.4715 -1.7102 -5.4113 -0.0171 -0.0349 -0.0560 -0.65
C 3.6886 -0.3597 -5.1749 -0.0366 -0.0105 0.0206 -0.66
C 3.0219 0.2668 -4.1328 -0.0166 0.0394 -0.0121 -0.72
C 2.1597 -0.4613 -3.3244 -0.0229 -0.0216 0.0078 -1.03
C -0.6561 -3.0683 -3.2085 0.0570 0.1601 0.1444 0.14
C -1.7251 -3.4777 -2.4114 -0.0461 0.0250 -0.0763 -0.43
C -2.9549 -3.7783 -2.9771 0.0394 -0.0353 0.0450 -0.61
C -3.1331 -3.6600 -4.3491 -0.0199 -0.0090 0.0261 -0.56
C -2.0767 -3.2493 -5.1485 0.0187 0.0161 -0.0566 -0.78
C -0.8414 -2.9590 -4.5829 0.0011 0.0564 -0.0004 -0.26
H 6.6801 -5.8900 -0.5990 -0.0032 0.0081 -0.0175 0.40
H 5.7887 -4.7147 -1.5808 0.0248 -0.0042 -0.0106 0.41
H 5.9495 -6.3898 -2.1391 0.0032 0.0223 -0.0020 0.39
H 5.4099 -7.7804 0.5848 0.0059 -0.0297 -0.0186 0.46
H 4.7383 -8.2475 -0.9597 0.0027 -0.0217 0.0253 0.48
H 3.6534 -7.9004 0.4000 0.0140 -0.0341 0.0022 0.42
H 5.6959 -6.3471 1.9570 -0.0287 -0.0050 0.0134 0.31
H 5.4669 -4.8757 3.8921 -0.0259 0.0162 -0.0178 0.40
H 4.0053 -2.8814 3.7696 0.0263 -0.0041 0.0041 0.46
H 4.4351 -0.4603 0.7909 0.0123 0.0463 -0.0037 0.39
H 5.9374 1.3094 1.6242 -0.0218 -0.0237 -0.0085 0.43
H 5.6232 2.2291 3.9010 -0.0020 -0.0203 0.0076 0.39
H 3.8263 1.3329 5.3425 -0.0001 -0.0217 -0.0086 0.44
H 2.3591 -0.4338 4.5432 -0.0303 0.0253 -0.0400 0.14
H 0.4044 -3.5737 0.7937 -0.0403 0.0297 -0.0011 0.15
H -1.4542 -4.8710 1.7667 0.0145 0.0265 -0.0051 0.46
H -1.9784 -4.6667 4.1773 -0.0013 0.0239 -0.0007 0.39
H -0.6006 -3.1918 5.6070 0.0313 -0.0252 -0.0072 0.45
H 1.2935 -1.9788 4.6748 -0.0017 -0.0008 -0.0128 0.23
H 0.5406 -5.1489 -4.0441 -0.0208 0.0101 -0.0048 0.55
H 1.7296 -7.3093 -4.0896 -0.0042 0.0226 0.0188 0.40
H 3.5172 -7.7679 -2.4946 -0.0094 0.0056 0.0114 0.30
H 2.4675 -3.4907 -4.7984 0.0125 -0.0550 0.0489 0.46
H 3.9825 -2.2060 -6.2277 0.0035 0.0047 0.0195 0.41
H 4.3798 0.1966 -5.7951 -0.0243 0.0081 -0.0076 0.39
H 3.1771 1.3211 -3.9389 0.0104 -0.0116 -0.0031 0.47
H 1.6521 0.0406 -2.5084 0.0944 -0.0556 -0.0307 0.75
H -1.5891 -3.5508 -1.3381 -0.0428 0.0451 0.0291 0.36
H -3.7743 -4.0940 -2.3430 0.0043 0.0161 -0.0302 0.43
H -4.0960 -3.8834 -4.7909 0.0178 0.0098 -0.0068 0.37
H -2.2118 -3.1520 -6.2189 -0.0033 -0.0115 0.0173 0.43
H -0.0191 -2.6518 -5.2189 -0.0247 0.0476 0.0116 0.43
C -5.5347 1.2312 0.6791 0.0961 -0.0321 -0.0533 -1.63
C -4.8902 1.8077 -0.5838 -0.2269 0.1790 -0.0319 0.98
C -5.8950 1.8345 -1.7423 0.1187 -0.0129 0.0538 -1.52
C -4.3336 3.1990 -0.3402 0.1828 -0.0975 -0.1362 0.43
C -5.1622 4.1709 0.2024 -0.0111 0.0728 0.0026 -0.26
C -4.6938 5.4494 0.4465 -0.0413 -0.0126 -0.0035 -1.54
C -3.3810 5.7647 0.1515 -0.0311 0.0720 -0.0335 -0.52
C -2.5100 4.8311 -0.3997 0.1630 0.0049 0.0027 0.75
C -1.0943 5.3401 -0.6764 -0.0683 -0.2132 -0.1820 0.37
C 0.0663 4.3544 -0.5055 -0.0419 0.1495 -0.0085 -1.28
C -1.0252 5.9895 -2.0657 -0.0084 0.0635 0.1489 -1.46
C -3.0016 3.5396 -0.6487 -0.3553 0.1685 0.0204 -0.83
N -2.1344 2.5253 -1.1832 -0.3055 0.2980 -0.2973 3.21
C -2.0394 2.4037 -2.5556 0.0006 0.0714 -0.4208 -0.89
C -2.6814 3.2051 -3.5057 -0.0845 -0.0517 0.1641 -0.72
C -2.3981 3.0560 -4.8547 0.0323 -0.0147 -0.1100 -0.94
C -1.4799 2.1155 -5.3024 -0.1028 0.0144 0.0088 -0.89
C -0.8593 1.2765 -4.3842 0.0218 -0.1009 -0.1022 -0.44
C -1.1818 1.4382 -3.0643 -0.0217 0.0702 0.0019 0.59
F -0.6146 0.6312 -2.1024 0.1100 0.1243 0.0275 0.13
H -5.8034 0.1860 0.5134 -0.0332 0.0246 0.0002 0.39
H -6.4404 1.7786 0.9496 0.0099 -0.0263 0.0179 0.40
H -4.8402 1.2686 1.5189 -0.0110 0.0003 0.0234 0.28
H -4.0749 1.1491 -0.8605 0.1357 -0.0702 -0.0579 -0.40
H -6.7603 2.4517 -1.4883 -0.0001 -0.0078 -0.0327 0.32
H -6.2451 0.8235 -1.9607 -0.0221 0.0231 -0.0124 0.43
H -5.4345 2.2430 -2.6443 -0.0525 -0.0235 -0.0168 0.33
H -6.1884 3.9220 0.4456 0.0282 -0.0080 -0.0043 0.36
H -5.3476 6.1973 0.8782 0.0257 -0.0205 0.0120 0.39
H -3.0110 6.7600 0.3711 0.0192 -0.0343 -0.0008 0.51
H -0.9341 6.1303 0.0607 -0.0018 -0.0094 0.0385 0.67
H 0.1400 3.6547 -1.3391 0.0332 -0.0114 -0.0107 0.03
H -0.0086 3.8202 0.4478 0.0485 0.0064 0.0096 0.17
H 1.0016 4.9168 -0.4705 0.0215 -0.0396 0.0047 0.53
H -1.1997 5.2526 -2.8489 0.0358 -0.0151 -0.0353 0.26
H -0.0429 6.4404 -2.2258 -0.0191 -0.0078 -0.0176 0.44
H -1.7816 6.7707 -2.1572 0.0169 -0.0063 -0.0416 0.36
H -3.3983 3.9421 -3.1677 0.0503 0.0551 -0.0005 0.60
H -2.8904 3.6986 -5.5737 -0.0364 -0.0094 0.0409 0.40
H -1.2635 2.0190 -6.3575 0.0269 0.0026 0.0257 0.43
H -0.1416 0.5248 -4.6859 -0.0409 -0.0452 0.0492 0.49
O 0.8059 0.9814 -0.0234 0.4961 -0.2026 -0.3118 -0.42
H 0.7636 0.0486 -0.3199 0.2276 -0.0071 0.0140 0.36
H 1.2527 0.9131 0.8416 -0.1958 -0.0143 0.2208 0.17
O 0.2904 0.2220 2.4381 0.3201 -0.1222 0.1823 -0.36
H 0.3001 0.3497 3.3921 -0.0942 0.1050 -0.0199 0.16
H -0.5107 -0.2932 2.2288 -0.0321 0.0700 -0.0296 -0.01
I -1.9069 2.6785 2.4444 0.0863 0.1527 0.1860 -0.41
I -1.6430 5.7730 3.6572 0.0445 -0.1190 -0.1414 -0.18
S -2.1559 -0.3762 0.5209 0.7852 1.4128 -0.5656 -0.38